A molecular structure, C23H30F2N3PtS3 in a non-equilibrium geometry, computed with ωB97M-V/def2-TZVPD.

Atoms and positions in Å:
Pt (-0.19, 0.17, -0.45)
F (-3.90, -3.73, -0.99)
C (-2.60, -3.43, -0.94)
C (-2.21, -2.10, -0.93)
C (-0.87, -1.77, -0.89)
C (0.12, -2.78, -0.88)
C (-0.33, -4.11, -0.85)
F (0.55, -5.13, -0.75)
C (-1.67, -4.45, -0.88)
C (1.53, -2.38, -0.91)
C (2.61, -3.23, -1.13)
C (3.89, -2.71, -1.19)
C (4.09, -1.34, -1.05)
C (2.98, -0.56, -0.82)
N (1.76, -1.06, -0.73)
H (-2.98, -1.34, -0.94)
H (-1.98, -5.48, -0.85)
H (2.47, -4.29, -1.24)
H (4.73, -3.36, -1.36)
H (5.07, -0.90, -1.12)
H (3.07, 0.51, -0.68)
C (0.46, 3.22, -3.57)
C (1.32, 3.39, -2.33)
S (0.89, 2.52, -0.77)
C (-0.41, 3.58, -0.03)
C (-1.87, 3.31, -0.38)
S (-2.35, 1.58, -0.76)
C (-1.95, 1.34, -2.54)
C (-2.31, 2.45, -3.51)
S (-1.22, 3.93, -3.46)
H (0.39, 2.18, -3.88)
H (0.95, 3.79, -4.37)
H (1.38, 4.45, -2.06)
H (2.32, 3.02, -2.55)
H (-0.15, 4.61, -0.28)
H (-0.25, 3.43, 1.04)
H (-2.19, 3.91, -1.23)
H (-2.49, 3.56, 0.48)
H (-2.55, 0.45, -2.79)
H (-0.89, 1.06, -2.62)
H (-3.31, 2.84, -3.31)
H (-2.28, 2.05, -4.53)
C (-1.24, 0.38, 2.53)
C (-1.12, 0.20, 4.08)
N (0.11, -0.50, 4.38)
C (1.24, 0.27, 3.92)
C (1.14, 0.44, 2.37)
N (-0.07, -0.21, 1.90)
C (-0.02, -1.63, 2.22)
C (0.11, -1.80, 3.76)
H (-1.31, 1.44, 2.28)
H (-2.13, -0.12, 2.14)
H (-1.96, -0.39, 4.46)
H (-1.11, 1.16, 4.59)
H (2.16, -0.25, 4.19)
H (1.23, 1.24, 4.43)
H (2.00, -0.02, 1.88)
H (1.11, 1.50, 2.11)
H (0.84, -2.07, 1.71)
H (-0.93, -2.11, 1.86)
H (1.04, -2.31, 4.02)
H (-0.72, -2.39, 4.17)

Calculated values
HOMO (spin up / spin down) = -0.3654 / -0.3653 hartree
net charge = +1
Kohn-Sham gap (spin up / spin down) = 6.46 / 6.48 eV
LUMO (spin up / spin down) = -3.487 / -3.460 eV
multiplicity = 1
molecular weight = 677.789 g/mol
relative energy (zero: lowest compared OMol25 entry of this formula, charge and spin) = 41.1 kcal per mole
E = -69989.0737 eV

natural (NBO) atomic charge list, values in e, 8 entries: number 1, Pt, carries 0.689; number 2, F, carries -0.304; number 3, C, carries 0.453; number 4, C, carries -0.367; number 5, C, carries -0.117; number 6, C, carries -0.192; number 7, C, carries 0.446; number 8, F, carries -0.315

A molecular structure, C46H61BGeHfN6O in a non-equilibrium geometry, computed with ωB97M-V/def2-TZVPD.

Atoms and positions in Å:
Hf (-0.14, 0.05, 0.24)
C (3.93, 0.53, 1.08)
C (3.71, -0.88, 0.53)
C (3.02, -1.81, 1.53)
C (2.94, -0.80, -0.76)
C (3.38, -1.25, -1.99)
C (2.32, -1.04, -2.89)
C (2.39, -1.48, -4.32)
C (3.51, -0.80, -5.11)
C (1.10, -1.47, -5.10)
N (1.32, -0.45, -2.22)
N (1.65, -0.33, -0.86)
B (0.02, 0.26, -2.71)
N (-0.01, 1.68, -2.03)
N (-0.59, 1.86, -0.75)
C (-0.71, 3.21, -0.57)
C (-0.19, 3.85, -1.66)
C (0.28, 2.87, -2.55)
C (1.04, 3.15, -3.82)
C (2.40, 2.50, -3.77)
C (0.33, 2.81, -5.14)
C (-1.37, 3.87, 0.60)
C (-2.31, 4.96, 0.05)
C (-2.18, 2.91, 1.44)
N (-1.23, -0.59, -2.26)
N (-1.05, -1.34, -1.09)
C (-1.98, -2.33, -1.10)
C (-2.79, -2.19, -2.20)
C (-2.33, -1.08, -2.91)
C (-2.98, -0.60, -4.17)
C (-2.59, 0.81, -4.56)
C (-2.75, -1.61, -5.31)
C (-2.02, -3.45, -0.14)
C (-1.43, -4.66, -0.84)
C (-1.31, -3.24, 1.18)
H (4.63, 0.52, 1.91)
H (2.99, 0.95, 1.41)
H (4.34, 1.18, 0.29)
H (4.67, -1.31, 0.26)
H (2.06, -1.36, 1.79)
H (3.60, -1.86, 2.45)
H (2.83, -2.80, 1.12)
H (4.32, -1.67, -2.27)
H (2.72, -2.52, -4.22)
H (3.27, 0.25, -5.34)
H (3.67, -1.33, -6.06)
H (4.47, -0.82, -4.60)
H (0.84, -0.48, -5.46)
H (0.28, -1.91, -4.50)
H (1.24, -2.11, -5.97)
H (0.04, 0.40, -3.86)
H (-0.10, 4.89, -1.86)
H (1.18, 4.22, -3.81)
H (2.29, 1.43, -3.89)
H (2.91, 2.73, -2.83)
H (3.04, 2.88, -4.56)
H (0.42, 1.74, -5.34)
H (0.88, 3.34, -5.94)
H (-0.72, 3.12, -5.14)
H (-0.60, 4.33, 1.21)
H (-2.96, 4.51, -0.70)
H (-1.76, 5.78, -0.40)
H (-2.93, 5.36, 0.85)
H (-3.03, 2.52, 0.89)
H (-2.58, 3.41, 2.32)
H (-1.56, 2.05, 1.79)
H (-3.62, -2.80, -2.48)
H (-4.04, -0.62, -3.93)
H (-1.58, 0.84, -4.95)
H (-2.69, 1.50, -3.70)
H (-3.26, 1.17, -5.34)
H (-1.72, -1.54, -5.67)
H (-3.42, -1.32, -6.14)
H (-2.99, -2.63, -5.00)
H (-3.07, -3.66, 0.06)
H (-0.38, -4.46, -1.09)
H (-1.96, -4.87, -1.77)
H (-1.49, -5.54, -0.20)
H (-0.22, -3.05, 1.02)
H (-1.36, -4.19, 1.72)
H (-1.79, -2.50, 1.82)
O (-3.61, -0.21, 1.22)
C (-2.49, -0.28, 1.15)
C (2.17, 3.46, 4.33)
C (1.76, 2.58, 5.33)
C (0.97, 1.49, 5.04)
C (0.69, 1.22, 3.67)
C (1.06, 2.12, 2.71)
C (1.79, 3.25, 3.03)
Ge (-0.25, -0.42, 3.29)
C (-1.92, -0.21, 4.26)
C (-2.38, -1.23, 5.14)
C (-3.51, -1.11, 5.87)
C (-4.33, 0.02, 5.75)
C (-3.84, 1.07, 4.97)
C (-2.69, 0.97, 4.26)
C (0.66, -1.96, 3.93)
C (1.93, -1.70, 4.51)
C (2.56, -2.69, 5.25)
C (1.99, -3.95, 5.38)
C (0.73, -4.18, 4.85)
C (0.06, -3.20, 4.16)
H (2.75, 4.34, 4.57)
H (2.06, 2.79, 6.34)
H (0.64, 0.86, 5.84)
H (0.80, 1.99, 1.66)
H (2.08, 3.94, 2.25)
H (-1.81, -2.14, 5.28)
H (-3.85, -1.90, 6.51)
H (-5.26, 0.12, 6.28)
H (-4.44, 1.95, 4.94)
H (-2.32, 1.81, 3.66)
H (2.40, -0.72, 4.45)
H (3.50, -2.48, 5.73)
H (2.51, -4.75, 5.89)
H (0.26, -5.14, 4.97)
H (-0.94, -3.40, 3.80)

Calculated values
HOMO (spin up / spin down) = -0.5939 / -0.5876 hartree
⟨S²⟩ = 0.7598
net charge = +3
Kohn-Sham gap (spin up / spin down) = 6.83 / 4.81 eV
LUMO (spin up / spin down) = -9.336 / -11.181 eV
multiplicity = 2
molecular weight = 975.947 g/mol
relative energy (zero: lowest compared OMol25 entry of this formula, charge and spin) = 0.0 kcal per mole
E = -118156.4641 eV

Mulliken atomic charge list, values in e, 8 entries: number 1, Hf, carries -0.472; number 2, C, carries -1.528; number 3, C, carries -0.142; number 4, C, carries -1.528; number 5, C, carries -0.247; number 6, C, carries -0.975; number 7, C, carries -0.230; number 8, C, carries 0.573

A molecular structure, C32H78F6N6O10Sr in a non-equilibrium geometry, computed with ωB97M-V/def2-TZVPD.

Atoms and positions in Å:
Sr (1.66, -3.85, -2.25)
C (4.02, 2.71, -4.49)
O (4.10, 3.90, -3.68)
O (3.78, 2.94, -5.68)
C (5.31, 1.90, -4.24)
F (6.40, 2.49, -4.79)
F (5.63, 1.72, -2.92)
F (5.21, 0.66, -4.81)
C (4.90, 4.95, -4.22)
C (4.76, 6.18, -3.35)
H (5.58, 6.88, -3.50)
H (3.83, 6.72, -3.49)
H (4.83, 5.91, -2.29)
H (4.55, 5.16, -5.24)
H (5.94, 4.63, -4.25)
H (3.20, 2.11, -3.99)
C (-0.75, -1.53, -1.12)
O (0.31, -0.58, -0.91)
O (-0.21, -2.65, -1.35)
C (-1.75, -1.41, 0.03)
F (-2.66, -2.40, 0.02)
F (-1.20, -1.42, 1.27)
F (-2.44, -0.25, -0.08)
C (0.03, 0.77, -1.18)
C (1.32, 1.54, -1.06)
H (1.13, 2.56, -0.73)
H (2.03, 1.08, -0.37)
H (1.89, 1.74, -1.98)
H (-0.68, 1.25, -0.50)
H (-0.50, 0.93, -2.13)
H (-1.34, -1.16, -1.99)
C (4.70, 1.68, 2.71)
C (4.58, 0.88, 4.01)
C (3.92, 1.64, 5.13)
O (4.65, 2.77, 5.48)
C (3.95, 3.54, 6.41)
N (3.91, -0.41, 3.82)
H (3.75, 1.99, 2.27)
H (5.18, 1.05, 1.95)
H (5.31, 2.57, 2.85)
H (5.63, 0.70, 4.28)
H (3.84, 0.97, 6.00)
H (2.89, 1.88, 4.80)
H (4.68, 4.19, 6.92)
H (3.52, 2.98, 7.25)
H (3.26, 4.25, 5.94)
H (2.91, -0.45, 3.61)
H (4.33, -0.79, 2.97)
C (-1.13, 0.88, 4.01)
C (0.33, 0.50, 4.24)
C (0.49, -0.44, 5.45)
O (-0.01, 0.09, 6.64)
C (0.85, 1.08, 7.22)
N (0.84, -0.26, 3.05)
H (-1.68, 0.01, 3.64)
H (-1.20, 1.73, 3.32)
H (-1.60, 1.21, 4.94)
H (1.02, 1.34, 4.28)
H (1.56, -0.65, 5.55)
H (-0.10, -1.32, 5.19)
H (0.96, 1.98, 6.61)
H (1.84, 0.64, 7.40)
H (0.43, 1.25, 8.21)
H (0.06, -0.72, 2.57)
H (1.10, 0.47, 2.38)
C (-1.46, -5.00, 1.00)
C (-1.44, -6.43, 1.54)
C (-2.77, -6.77, 2.21)
O (-3.16, -5.79, 3.12)
C (-4.54, -5.92, 3.46)
N (-1.36, -7.28, 0.29)
H (-1.68, -4.26, 1.76)
H (-2.08, -4.81, 0.12)
H (-0.46, -4.80, 0.61)
H (-0.62, -6.52, 2.25)
H (-2.70, -7.72, 2.76)
H (-3.56, -6.97, 1.46)
H (-5.18, -5.73, 2.59)
H (-4.68, -5.22, 4.28)
H (-4.77, -6.92, 3.88)
H (-2.25, -7.14, -0.17)
H (-1.28, -8.27, 0.49)
C (-9.87, -3.53, 2.26)
C (-9.15, -2.68, 1.21)
C (-7.66, -2.83, 1.25)
O (-7.08, -2.34, 0.08)
C (-5.74, -2.75, -0.12)
N (-9.68, -3.00, -0.16)
H (-9.37, -4.48, 2.45)
H (-10.91, -3.70, 2.02)
H (-9.85, -2.93, 3.18)
H (-9.34, -1.60, 1.35)
H (-7.45, -3.93, 1.24)
H (-7.20, -2.50, 2.19)
H (-5.18, -2.65, 0.81)
H (-5.34, -2.07, -0.86)
H (-5.73, -3.81, -0.41)
H (-10.60, -2.57, -0.20)
H (-9.10, -2.59, -0.89)
C (1.29, 5.56, -2.95)
C (0.53, 4.94, -4.10)
C (-0.75, 5.70, -4.37)
O (-1.56, 5.82, -3.24)
C (-2.23, 4.62, -2.91)
N (1.34, 5.10, -5.37)
H (1.63, 6.58, -3.12)
H (2.20, 4.98, -2.75)
H (0.73, 5.59, -2.01)
H (0.44, 3.85, -4.09)
H (-1.31, 5.27, -5.21)
H (-0.56, 6.73, -4.68)
H (-1.50, 3.83, -2.68)
H (-2.81, 4.28, -3.78)
H (-2.89, 4.81, -2.07)
H (1.74, 6.04, -5.34)
H (2.17, 4.49, -5.30)
C (1.39, -0.51, -4.65)
C (2.10, -1.81, -4.96)
C (3.43, -1.99, -4.23)
O (3.16, -1.83, -2.83)
C (3.52, -0.56, -2.28)
N (1.16, -2.91, -4.62)
H (1.94, 0.43, -4.61)
H (0.76, -0.67, -3.77)
H (0.67, -0.38, -5.47)
H (2.43, -1.87, -6.01)
H (4.10, -1.20, -4.59)
H (3.92, -2.96, -4.41)
H (4.58, -0.47, -2.05)
H (3.01, -0.43, -1.32)
H (3.20, 0.24, -2.94)
H (1.40, -3.81, -5.03)
H (0.31, -2.66, -5.12)

Calculated values
HOMO = -0.2467 hartree
Kohn-Sham gap = 4.09 eV
LUMO = -2.621 eV
multiplicity = 1
molecular weight = 908.616 g/mol
relative energy (zero: lowest compared OMol25 entry of this formula, charge and spin) = 96.4 kcal per mole
E = -81000.2611 eV

Mulliken atomic charge list, values in e, 8 entries: number 1, Sr, carries 1.984; number 2, C, carries 1.538; number 3, O, carries -0.306; number 4, O, carries -0.873; number 5, C, carries 0.667; number 6, F, carries -0.289; number 7, F, carries -0.277; number 8, F, carries -0.309